# C22H24Br2N2O2

A cluster of 2 separate species, C22H24Br2N2O2 in total in a non-equilibrium geometry (ωB97M-V/def2-TZVPD, OMol25).

HOMO energy ... -7.5 eV
Total charge ... 0
Energy ... -6260.64720 a.u.
HOMO-LUMO gap ... 0.2319 hartree

The geometry in XYZ format:
```
52
Properties=species:S:1:pos:R:3:nbo_charge:R:1
C -5.87041 3.41514 2.03117 -0.257
O -5.41313 2.36812 1.15177 -0.484
C -4.14420 1.91478 1.25381 0.353
C -3.14806 2.45687 2.11096 -0.324
C -1.83098 2.05812 1.95316 -0.156
C -1.43384 1.10482 0.95844 -0.072
C -0.06293 0.83117 0.65304 -0.106
C 1.00874 1.67515 1.02189 -0.059
C 2.35979 1.15973 1.15346 -0.202
C 3.43855 1.98894 1.28002 -0.164
Br 5.21256 1.35107 1.41466 0.086
C 3.30314 3.47334 1.28002 0.416
O 4.27475 4.23346 1.30271 -0.547
C 1.90362 3.96548 1.24125 -0.187
Br 1.67615 5.83349 1.26807 0.087
C 0.85074 3.10917 1.12744 -0.202
C -2.49170 0.44185 0.25485 -0.163
C -3.79503 0.86621 0.36599 -0.266
H -6.90416 3.56021 1.73572 0.207
H -5.82000 3.10174 3.07936 0.185
H -5.30403 4.34113 1.88397 0.187
H -3.41936 3.20142 2.86386 0.227
H -1.08408 2.49224 2.61707 0.226
H 0.18247 -0.02976 0.00630 0.254
H 2.52162 0.07657 1.15049 0.241
H -0.14141 3.54542 1.08848 0.229
H -2.24104 -0.39505 -0.40495 0.222
H -4.59502 0.44118 -0.23478 0.230
C 2.06261 -2.90367 0.54335 -0.614
C 1.32797 -3.59517 -0.59776 0.134
C 2.20114 -4.68610 -1.20521 -0.611
C 0.00782 -4.20432 -0.12170 -0.612
N 1.07676 -2.58857 -1.63387 -0.410
C 1.22664 -1.27191 -1.44060 0.098
N 1.16697 -0.74238 -2.69188 -0.400
C 1.47354 0.62493 -3.03625 -0.399
C 0.79448 -1.70781 -3.62422 -0.083
C 0.72241 -2.87794 -2.95074 -0.102
H 1.50951 -2.03198 0.91510 0.231
H 2.19840 -3.60660 1.37236 0.209
H 3.06334 -2.59230 0.21299 0.225
H 1.70314 -5.18086 -2.04690 0.207
H 3.15907 -4.26125 -1.53081 0.221
H 2.41694 -5.44236 -0.44476 0.219
H -0.49322 -4.74761 -0.93223 0.208
H 0.22794 -4.91968 0.67954 0.215
H -0.66803 -3.44396 0.28935 0.218
H 1.90876 1.11774 -2.15757 0.236
H 2.18994 0.66687 -3.87131 0.206
H 0.57554 1.17271 -3.35526 0.198
H 0.62165 -1.49434 -4.65986 0.220
H 0.49391 -3.86548 -3.31997 0.224
```

=====

# C30H35O7Re

A structure of composition C30H35O7Re in a non-equilibrium geometry (ωB97M-V/def2-TZVPD, OMol25).

HOMO energy (alpha / beta) ... 0.5 / -2.9 eV
Total charge ... -1
Energy ... -1768.97441 a.u.
HOMO-LUMO gap (alpha / beta) ... 0.0568 / 0.1802 hartree
<S²> ... 3.775
Relative energy (zero: lowest compared OMol25 entry of this formula, charge and spin) ... 98.4 kJ/mol
Spin multiplicity ... 4

The geometry in XYZ format:
```
73
Properties=species:S:1:pos:R:3:lowdin_charge:R:1
C -1.48621 -2.88683 -3.30773 -0.235
C -1.91862 -1.57214 -2.63785 -0.049
C 0.05563 -2.98175 -3.13961 -0.021
C 0.52338 -1.55588 -2.77352 -0.169
H 0.45875 -3.30840 -4.10592 0.122
H 0.30106 -3.73898 -2.38673 0.118
C -0.71776 -0.64673 -2.84225 -0.214
H -2.07467 -1.77991 -1.57040 0.138
H -2.85469 -1.19544 -3.07456 0.131
C -0.56975 0.43528 -1.78180 -0.235
H -0.80935 -0.18752 -3.84163 0.154
H 1.25599 -1.21817 -3.51981 0.144
C 1.13014 -1.28521 -1.35698 -0.346
C -2.23880 -4.09376 -2.77224 -0.410
C -1.92382 -2.93332 -4.77560 -0.442
O -1.26647 -3.38711 -5.69595 0.109
O -2.59629 -4.22559 -1.60926 0.117
O -2.50999 -5.00173 -3.72849 -0.032
O -3.16346 -2.44168 -4.94769 -0.042
C -3.68481 -2.60260 -6.26956 -0.037
H -4.70204 -2.22320 -6.21696 0.092
H -3.67799 -3.66112 -6.54844 0.098
H -3.08973 -2.02929 -6.98748 0.098
C -3.28575 -6.09932 -3.25135 -0.036
H -2.78898 -6.58698 -2.40449 0.100
H -3.37233 -6.77587 -4.10010 0.094
H -4.27491 -5.74929 -2.93132 0.103
O 0.29510 0.07359 -0.72678 -0.137
H -1.54576 0.69841 -1.35530 0.102
H -0.12879 1.31457 -2.27682 0.116
C 2.56497 -0.82511 -1.45981 -0.037
C 0.93768 -2.38280 -0.34017 -0.040
H 1.53794 -3.26709 -0.60375 0.093
H -0.11374 -2.67606 -0.25219 0.095
H 1.29504 -2.02562 0.63214 0.083
H 2.95065 -0.58878 -0.46444 0.091
H 2.63046 0.06702 -2.09349 0.091
H 3.18788 -1.61861 -1.90108 0.092
Re -0.02820 2.13814 1.62544 1.396
C 0.82824 4.17923 1.17540 -0.210
C 0.78076 3.33588 0.01530 -0.226
C -0.60480 2.96822 -0.19661 -0.293
H 1.61982 3.04924 -0.60587 0.091
C -1.38841 3.57501 0.83900 -0.269
C -0.50043 4.29061 1.70924 -0.229
H -0.80705 4.90057 2.55162 0.094
H 1.70622 4.69427 1.54590 0.106
H -1.00904 2.52019 -1.08550 0.061
H -2.47233 3.57980 0.89074 0.100
C -0.22162 0.27712 3.34067 -0.196
C -1.10634 1.32285 3.71764 -0.178
C -1.94727 1.63217 2.59904 -0.250
H -1.20457 1.76158 4.70425 0.092
C -1.58620 0.74653 1.50150 -0.286
C -0.50151 -0.09274 1.99022 -0.203
H -0.06017 -0.92375 1.46060 0.054
H 0.51300 -0.20627 3.97659 0.091
H -2.80782 2.29183 2.63696 0.091
H -2.14305 0.59002 0.58744 0.084
O 0.48160 3.56320 4.40534 -0.012
C 1.50710 2.99133 3.99986 -0.567
O 1.59828 2.26091 2.90971 -0.234
C 2.76814 3.11533 4.80788 -0.125
C 3.88985 2.32657 4.52658 -0.027
C 5.02519 2.40973 5.34027 -0.101
C 5.05271 3.29727 6.42500 -0.116
C 3.94111 4.11110 6.69091 -0.101
C 2.80385 4.01902 5.88507 -0.027
H 3.84199 1.65604 3.66681 0.111
H 5.88621 1.77611 5.12144 0.091
H 5.93674 3.35754 7.06120 0.088
H 3.95558 4.81424 7.52635 0.092
H 1.92243 4.63412 6.07341 0.111
```

=====

# C23H56CaO15SrV

A structure of composition C23H56CaO15SrV in a non-equilibrium geometry (ωB97M-V/def2-TZVPD, OMol25).

HOMO energy ... -12.5 eV
Total charge ... +1
Energy ... -3691.04071 a.u.
HOMO-LUMO gap ... 0.3305 hartree
Relative energy (zero: lowest compared OMol25 entry of this formula, charge and spin) ... 0.0 kJ/mol

The geometry in XYZ format:
```
97
Properties=species:S:1:pos:R:3:lowdin_charge:R:1
O -2.54465 3.58924 -0.24451 -0.288
V -1.84491 2.74177 0.92250 1.038
O -0.63303 3.61109 1.48723 -0.289
Sr -3.23434 -0.76711 -0.54140 1.713
Ca -0.76418 -0.58793 2.67124 1.582
C -0.31524 0.22612 0.09550 -0.782
O 0.23237 0.82183 1.09383 -0.174
O -1.17871 0.96632 -0.55799 -0.182
O -0.64799 -0.99320 0.24592 -0.191
C -3.28306 0.74200 2.13878 -0.757
O -3.03073 -0.53038 2.03763 -0.292
O -3.68144 1.24816 1.03229 -0.181
O -2.22768 1.29307 2.65744 -0.212
C 3.76170 1.43439 -0.30940 -0.049
C 3.76864 1.64242 1.18658 -0.439
C 3.36382 3.05726 1.57425 -0.030
O 2.86259 0.70139 1.80406 -0.112
H 4.42308 2.16101 -0.79029 0.090
H 2.76399 1.56221 -0.73443 0.060
H 4.14775 0.45273 -0.59024 0.080
H 4.74472 1.39977 1.60762 0.141
H 2.27747 3.14954 1.45391 0.075
H 3.78635 3.78791 0.88451 0.084
H 3.61487 3.29400 2.60510 0.081
H 1.97379 0.91419 1.46609 0.030
C -4.07628 3.03290 -3.78853 -0.034
C -4.44943 2.25592 -2.54327 -0.459
C -5.85453 1.69203 -2.62578 -0.045
O -3.57720 1.10076 -2.45192 -0.164
H -4.68281 3.93902 -3.85615 0.093
H -4.24397 2.45023 -4.69483 0.092
H -3.03483 3.35960 -3.76078 0.082
H -4.39838 2.91008 -1.67267 0.118
H -6.04839 1.04111 -1.76352 0.074
H -6.04209 1.11013 -3.52866 0.086
H -6.60691 2.47848 -2.55542 0.092
H -2.68562 1.41032 -2.67256 0.047
C 2.38557 -2.60468 -0.80351 -0.035
C 1.42702 -3.32827 -1.72497 -0.466
C 1.65805 -4.80828 -1.84921 -0.045
O 0.06247 -3.11417 -1.30727 -0.085
H 2.13613 -2.76317 0.25189 0.080
H 2.36497 -1.52431 -0.97503 0.064
H 3.42217 -2.91541 -0.93535 0.092
H 1.52718 -2.84780 -2.70915 0.130
H 2.69311 -5.02949 -2.12097 0.087
H 1.03256 -5.29109 -2.59743 0.082
H 1.50726 -5.28700 -0.87742 0.090
H 0.04486 -2.27865 -0.81116 0.033
C -3.95843 -1.98288 -4.00047 -0.042
C -2.62863 -2.57813 -3.61290 -0.456
C -1.48024 -2.00285 -4.40741 -0.031
O -2.37619 -2.36629 -2.20038 -0.233
H -3.97510 -0.89970 -3.86363 0.067
H -4.78032 -2.43868 -3.44219 0.087
H -4.11885 -2.20096 -5.05579 0.096
H -2.64514 -3.65960 -3.78083 0.146
H -1.63549 -2.10808 -5.48261 0.095
H -0.54341 -2.51353 -4.17530 0.078
H -1.37858 -0.93075 -4.21346 0.081
H -1.44836 -2.66660 -2.04727 0.051
C 3.76536 -1.96929 3.77152 -0.032
C 2.34318 -2.43346 3.53483 -0.453
C 1.67655 -3.00570 4.76581 -0.043
O 1.56649 -1.30631 3.06358 -0.180
H 4.24588 -1.75769 2.81675 0.085
H 4.33691 -2.72981 4.30352 0.090
H 3.77407 -1.06706 4.38430 0.087
H 2.31528 -3.20936 2.76285 0.132
H 2.33448 -3.78223 5.16036 0.091
H 0.70071 -3.44921 4.55453 0.081
H 1.51754 -2.28644 5.57063 0.065
H 2.15000 -0.71854 2.54013 0.041
C 1.26134 0.44479 6.45111 -0.034
C 0.13537 0.87208 5.52538 -0.429
C 0.60973 1.71908 4.35773 -0.037
O -0.60669 -0.28535 5.02008 -0.169
H 2.01660 -0.12002 5.90933 0.068
H 0.84892 -0.12494 7.28675 0.089
H 1.69459 1.34645 6.88343 0.093
H -0.57605 1.49378 6.07714 0.146
H 1.32025 2.46070 4.71901 0.104
H -0.22076 2.22679 3.87314 0.068
H 1.18758 1.10334 3.66226 0.058
H -1.12978 -0.56824 5.77548 0.112
C 0.97686 3.12665 -2.70242 -0.041
C 0.59829 1.92460 -3.55888 -0.455
C 1.53994 0.74631 -3.36987 -0.044
O -0.75779 1.54198 -3.29811 -0.078
H 0.39072 4.01302 -2.94261 0.086
H 2.03415 3.37503 -2.81241 0.083
H 0.80772 2.92572 -1.63629 0.072
H 0.64394 2.26675 -4.59466 0.142
H 2.57749 1.07581 -3.43091 0.085
H 1.40251 0.02368 -4.17935 0.080
H 1.35044 0.20039 -2.44119 0.063
H -0.75921 1.36875 -2.34326 0.029
```

=====

# C4H20N2O6S

A cluster of 6 separate species, C4H20N2O6S in total in a non-equilibrium geometry (ωB97M-V/def2-TZVPD, OMol25).

HOMO energy ... -0.2 eV
Total charge ... -2
Energy ... -1123.52828 a.u.
HOMO-LUMO gap ... 0.2097 hartree

The geometry in XYZ format:
```
33
Properties=species:S:1:pos:R:3:nbo_charge:R:1
C -1.51755 -1.92751 -1.74136 -0.260
N -0.49796 -1.63630 -2.71012 -0.864
C -1.31515 -1.31000 -0.31089 -0.078
C -2.56909 -0.58774 0.17477 -0.525
S -3.69482 -1.65656 1.16215 -0.762
N -0.13776 -0.42895 -0.21981 -0.686
C -0.18343 0.98612 -0.56338 0.137
O 1.07422 1.56968 -0.65941 -1.016
H -1.88093 -2.95960 -1.68600 0.191
H -2.49682 -1.58256 -2.09503 0.177
H -0.44055 -0.64403 -2.84354 0.375
H 0.30986 -2.19237 -2.50377 0.344
H -1.05027 -2.14748 0.33487 0.193
H -3.08353 -0.13004 -0.67570 0.169
H -2.30233 0.20461 0.86229 0.199
H 0.76726 -0.82556 -0.40135 0.351
H -0.68274 1.05973 -1.56988 0.059
H -0.86673 1.58286 0.04973 0.128
H 2.26908 0.17783 1.32552 0.461
H 1.46141 1.35928 0.96399 0.515
O 1.83548 0.89651 1.79459 -1.014
H 1.09401 3.42510 -0.56340 0.512
H 0.70147 3.87648 0.76369 0.459
O 0.87220 4.26434 -0.08947 -0.999
H 2.58630 1.30896 -1.67636 0.523
H 3.47282 1.14924 -0.55701 0.475
O 3.52252 1.01872 -1.51779 -0.993
H 1.23232 0.35017 3.28822 0.506
H 0.12342 -0.37768 4.07771 0.462
O 0.75770 0.34084 4.15385 -1.002
H 2.27983 -1.76648 -1.57209 0.453
H 3.26242 -0.72665 -1.25676 0.493
O 3.16830 -1.70271 -1.19578 -0.983
```

=====

# C4H9P

A cluster of 2 separate species, C4H9P in total in a non-equilibrium geometry (ωB97M-V/def2-TZVPD, OMol25).

HOMO energy ... -8.0 eV
Total charge ... 0
Energy ... -498.96134 a.u.
HOMO-LUMO gap ... 0.3016 hartree
Relative energy (zero: lowest compared OMol25 entry of this formula, charge and spin) ... 373.4 kJ/mol

The geometry in XYZ format:
```
14
Properties=species:S:1:pos:R:3:nbo_charge:R:1
C 2.43881 0.05793 0.19119 -0.439
C 1.15176 0.01445 0.20355 -0.326
C -1.13758 1.45400 0.15989 -0.875
C -1.14445 -1.55976 -0.04360 -0.876
P -0.41146 -0.08871 0.96391 0.799
H 3.15370 -0.05527 -0.62772 0.231
H 2.98580 0.10603 1.13788 0.198
H 0.83355 0.51478 -1.64767 -0.080
H -0.61482 2.04424 -0.49264 0.241
H -1.35730 2.13267 1.02077 0.226
H -1.95469 0.96689 -0.25719 0.221
H -0.72638 -2.44772 0.45544 0.231
H -1.05519 -1.68171 -1.10976 0.235
H -2.16175 -1.45782 0.04595 0.215
```